{
  "formula": "C31H31IMoN5O5Se",
  "method": "the ωB97M-V functional and the def2-TZVPD basis",
  "charge": -1,
  "largest_force_ev_per_a": 1.54,
  "e_homo_ha": [-0.183, -0.199],
  "spin_multiplicity": 3,
  "de_lowest_kcal_mol": 18.84,
  "gap_ev": [6.33, 7.10],
  "species": ["Mo", "O", "C", "C", "C", "C", "C", "C", "C", "C", "N", "H", "H", "H", "H", "H", "H", "H", "H", "H", "H", "H", "O", "C", "O", "C", "C", "C", "N", "C", "C", "C", "O", "O", "H", "H", "H", "I", "C", "N", "C", "Se", "N", "C", "C", "C", "C", "C", "C", "H", "H", "H", "H", "H", "H", "H", "H", "C", "C", "C", "C", "C", "C", "C", "C", "N", "H", "H", "H", "H", "H", "H", "H", "H", "H"],
  "positions_angstrom": [[1.12, 0.09, -0.27], [4.52, -1.07, 0.35], [4.60, -0.03, 1.32], [5.35, 1.15, 0.73], [4.68, 1.74, -0.51], [3.48, 2.61, -0.26], [3.58, 3.95, 0.08], [2.45, 4.73, 0.22], [1.20, 4.17, 0.00], [1.19, 2.83, -0.32], [2.27, 2.06, -0.45], [3.64, -1.47, 0.42], [5.13, -0.38, 2.21], [3.60, 0.27, 1.63], [6.35, 0.82, 0.44], [5.47, 1.92, 1.50], [4.38, 0.92, -1.16], [5.41, 2.34, -1.06], [4.57, 4.37, 0.22], [2.55, 5.78, 0.49], [0.28, 4.72, 0.10], [0.21, 2.37, -0.51], [-4.80, -3.51, 0.84], [-3.68, -3.93, 1.19], [-3.35, -4.94, 1.83], [-2.50, -3.01, 0.77], [-2.74, -1.96, -0.10], [-1.74, -1.07, -0.41], [-0.50, -1.24, 0.07], [-0.22, -2.31, 0.83], [-1.20, -3.20, 1.23], [1.25, -2.48, 1.10], [1.71, -3.38, 1.76], [1.98, -1.59, 0.45], [-3.74, -1.83, -0.51], [-1.89, -0.21, -1.05], [-0.96, -4.05, 1.85], [1.16, 1.01, 2.58], [-5.63, 0.59, 1.32], [-4.35, 0.64, 1.99], [-3.31, 1.44, 1.66], [-3.14, 2.61, 0.23], [-2.32, 1.21, 2.56], [-2.71, 0.20, 3.44], [-2.03, -0.44, 4.46], [-2.72, -1.44, 5.12], [-4.02, -1.79, 4.77], [-4.70, -1.15, 3.75], [-4.01, -0.14, 3.09], [-5.55, 1.15, 0.39], [-6.40, 1.05, 1.95], [-5.89, -0.45, 1.13], [-1.36, 1.52, 2.44], [-1.01, -0.18, 4.70], [-2.22, -1.99, 5.91], [-4.51, -2.61, 5.28], [-5.67, -1.47, 3.43], [0.26, 2.25, -3.65], [0.61, 0.91, -4.24], [0.54, 0.68, -5.60], [0.83, -0.56, -6.14], [1.20, -1.61, -5.30], [1.30, -1.42, -3.93], [1.69, -2.54, -3.01], [1.00, -0.15, -3.40], [1.05, 0.00, -2.03], [-0.05, 2.94, -4.43], [1.11, 2.68, -3.12], [-0.56, 2.15, -2.93], [0.24, 1.50, -6.25], [0.76, -0.72, -7.21], [1.42, -2.58, -5.72], [2.08, -3.38, -3.57], [0.82, -2.88, -2.43], [2.43, -2.21, -2.28]]
}